Formula: C50H44Cl4N8O16
Source: the Open Molecules 2025 dataset
Level of theory: ωB97M-V/def2-TZVPD

The calculation puts the HOMO energy at -9.682 eV. As for the structure (SMILES): O=[N+]([O-])c1ccccc1.O=[N+]([O-])c1ccccc1.O=[N+]([O-])c1ccccc1.O=[N+]([O-])c1ccccc1.O=[N+]([O-])c1ccccc1.O=[N+]([O-])c1ccccc1.O=[N+]([O-])c1ccccc1.O=[N+]([O-])c1ccccc1.ClCCl.ClCCl. For the max |F|, the calculation gives 2.8 eV Å⁻¹. As for the energy relative to the best compared isomer or geometry (same formula, charge and spin): 26.1 kcal/mol.

Geometry as XYZ:
```
122
Properties=species:S:1:pos:R:3:mulliken_charge:R:1
O -0.3555 4.0068 -1.4275 -0.5985
N -1.4652 3.5746 -1.6594 1.1636
O -2.1424 2.8632 -0.8941 -0.5968
C -1.9864 3.9598 -2.9644 -0.0158
C -1.1661 4.6456 -3.9394 -0.4407
C -1.6419 4.8013 -5.2720 -0.4371
C -2.9406 4.3594 -5.5705 -0.4084
C -3.6915 3.7458 -4.6145 -0.4853
C -3.2931 3.5922 -3.3052 -0.2586
H -0.2187 5.0529 -3.6022 0.4478
H -1.0977 5.2930 -6.0743 0.3712
H -3.3778 4.6099 -6.5301 0.3772
H -4.6693 3.3954 -4.9159 0.3739
H -3.9433 3.1186 -2.5794 0.5152
O 6.9985 -3.1195 -3.5346 -0.5420
N 7.0539 -1.8993 -3.5881 0.9139
O 7.9601 -1.2751 -4.1130 -0.5724
C 5.8240 -1.1777 -3.2687 0.0065
C 4.9733 -1.6420 -2.2879 -0.2029
C 3.7593 -1.0593 -2.0324 -0.2659
C 3.4013 0.0988 -2.7251 -0.6956
C 4.1918 0.6153 -3.7088 -0.6172
C 5.4557 -0.0421 -3.9882 -0.2338
H 5.2323 -2.4609 -1.6308 0.3976
H 3.1184 -1.5181 -1.2914 0.5123
H 2.4343 0.5544 -2.5720 0.4954
H 3.8541 1.4668 -4.2869 0.4402
H 6.0553 0.2575 -4.8427 0.4272
O 2.8886 -0.4503 1.9571 -0.4153
N 3.5919 -0.2612 2.9334 1.0653
O 3.2814 0.3588 3.9469 -0.5457
C 4.9767 -0.8510 2.7814 0.0208
C 5.2052 -1.8397 1.7899 -0.0737
C 6.4242 -2.4317 1.6498 -0.4893
C 7.4604 -2.0858 2.5145 -0.3998
C 7.3202 -1.0189 3.4381 -0.6980
C 5.9952 -0.4487 3.6454 -0.3438
H 4.4783 -2.1511 1.0577 0.3801
H 6.5585 -3.2284 0.9307 0.4078
H 8.4096 -2.5951 2.3881 0.3646
H 8.1514 -0.8255 4.1113 0.3443
H 5.7568 0.1866 4.4907 0.4548
O -0.7967 -3.2618 -6.5992 -0.5656
N -0.4977 -3.2870 -5.4061 0.9201
O -1.1604 -2.7773 -4.4879 -0.5346
C 0.7126 -3.9821 -4.9938 0.0725
C 1.1965 -5.0698 -5.7366 -0.4412
C 2.4088 -5.6351 -5.3858 -0.5506
C 3.0868 -5.1785 -4.2594 -0.4851
C 2.5922 -4.1774 -3.4408 -0.4484
C 1.3614 -3.5787 -3.8325 0.1268
H 0.5763 -5.5371 -6.4860 0.3930
H 2.7457 -6.4680 -5.9925 0.3749
H 4.0743 -5.5718 -4.0456 0.3760
H 3.1668 -3.7811 -2.6179 0.4859
H 0.9583 -2.7153 -3.3185 0.2569
O -1.9347 -4.1104 2.7217 -0.5634
N -0.8402 -3.5744 2.9781 1.1182
O 0.2264 -3.8000 2.4190 -0.5993
C -0.8376 -2.4728 3.9331 -0.5473
C -2.0094 -2.2368 4.6692 -0.1588
C -1.9865 -1.3113 5.7344 -0.8361
C -0.8955 -0.4695 5.8833 -0.4880
C 0.1858 -0.5400 4.9849 -0.5749
C 0.2087 -1.5428 4.0055 0.2341
H -2.9340 -2.7793 4.5220 0.5910
H -2.8375 -1.0285 6.3486 0.3821
H -0.8626 0.3041 6.6456 0.4169
H 1.0003 0.1659 5.1094 0.4419
H 1.0154 -1.5031 3.2835 0.5197
O 4.5345 6.6950 2.2767 -0.5997
N 4.3462 5.5239 2.5985 0.9997
O 5.2106 4.8223 3.0535 -0.5917
C 3.0989 4.8197 2.2238 -0.4850
C 2.9014 3.4745 2.4520 -0.3103
C 1.6371 2.8798 2.3018 -0.2714
C 0.6146 3.6310 1.7578 -0.0537
C 0.8473 4.9359 1.3812 -0.6677
C 2.0331 5.5266 1.6531 -0.3695
H 3.6887 2.8609 2.8670 0.5749
H 1.5126 1.8576 2.6364 0.3840
H -0.3758 3.2040 1.6641 0.5114
H 0.0694 5.4818 0.8759 0.4618
H 2.1345 6.5854 1.4708 0.4358
O -7.2912 0.2549 -0.6718 -0.5981
N -7.1574 -0.1100 -1.8217 1.0289
O -8.1420 -0.2404 -2.5132 -0.6296
C -5.8055 -0.4658 -2.4040 -0.1087
C -5.7460 -0.6061 -3.7803 -0.5098
C -4.4882 -0.6292 -4.3976 -0.8088
C -3.3336 -0.5980 -3.5957 -0.7042
C -3.4527 -0.6055 -2.1942 0.3664
C -4.7053 -0.5958 -1.6178 0.6380
H -6.6538 -0.6125 -4.3723 0.4614
H -4.3590 -0.6704 -5.4729 0.4711
H -2.3421 -0.6703 -4.0282 0.5035
H -2.5711 -0.6698 -1.5856 -0.1850
H -4.7374 -0.4474 -0.5520 0.1472
O -4.0486 0.7166 1.3648 -0.3749
N -3.3980 1.3441 2.1789 0.7952
O -2.4312 2.0583 1.9326 -0.4959
C -3.8922 1.2888 3.5876 0.1633
C -3.2053 1.9077 4.6191 -0.3927
C -3.7859 2.0024 5.8652 -0.7182
C -5.0348 1.4749 6.0960 -0.4858
C -5.7452 0.8399 5.0533 -0.6772
C -5.1465 0.7351 3.7983 -0.2808
H -2.1980 2.2706 4.5017 0.5846
H -3.3440 2.4954 6.7211 0.4135
H -5.4662 1.4907 7.0884 0.3905
H -6.7222 0.3966 5.1988 0.4449
H -5.7181 0.2893 2.9949 0.5198
Cl 0.4183 -1.0666 -1.0147 0.0126
C -0.5073 -0.4353 0.3024 0.6420
Cl -1.8296 -1.4985 0.6630 -0.0972
H 0.1686 -0.2851 1.1378 -0.3989
H -0.8960 0.5188 -0.0338 -0.2403
Cl -6.2206 -1.9876 1.4384 -0.1244
C -4.9532 -2.8351 2.1264 0.8213
Cl -5.5299 -4.3507 2.7976 -0.2008
H -4.1806 -3.0108 1.3893 -0.0350
H -4.5458 -2.2469 2.9366 -0.4167
```